Entry 1:
A 2-piece molecular cluster, C3H7ClN overall in a non-equilibrium geometry. Source: OMol25; level of theory: wB97M-V/def2-TZVPD.

Values from the calculation:
Largest force on an atom   2.92 eV Å⁻¹
ΔE to the lowest compared entry with this formula, charge and spin   79.0 kcal per mole

The geometry in ORCA input format:
```
! wB97M-V def2-TZVPD RIJCOSX def2/J DEFGRID3
* xyz 1 1
C 0.227 -0.193 -0.013
C -1.076 -0.273 -0.341
C 2.427 -0.943 0.109
N -1.992 0.867 -0.001
Cl 3.288 0.482 -0.028
H 0.555 0.716 0.475
H 2.309 -1.355 1.101
H -1.566 -1.105 -0.822
H 2.437 -1.613 -0.735
H -1.440 1.736 0.041
H -2.433 0.712 0.918
H -2.737 0.969 -0.703
*
```

=====

Entry 2:
One molecule with the formula C3H7ClN2 in a non-equilibrium geometry. Source: OMol25; level of theory: wB97M-V/def2-TZVPD.

Values from the calculation:
Largest force on an atom   2.42 eV Å⁻¹
ΔE to the lowest compared entry with this formula, charge and spin   39.0 kcal per mole
SMILES string   N/N=C/CCCl

The geometry in ORCA input format:
```
! wB97M-V def2-TZVPD RIJCOSX def2/J DEFGRID3
* xyz 0 1
C -0.018 -0.526 0.393
C 0.368 -0.369 -1.098
C 0.556 1.108 -1.408
H -2.055 -0.639 2.607
H -0.339 -1.086 2.649
H 0.673 -0.875 1.087
H 1.313 -0.902 -1.351
H -0.492 -0.717 -1.762
H 0.445 1.190 -2.502
H -0.228 1.701 -0.949
N -1.104 -0.455 2.276
N -1.153 -0.273 0.917
Cl 2.035 1.843 -0.859
*
```

=====

Entry 3:
One molecule with the formula C3H7ClN2 in a non-equilibrium geometry. Source: OMol25; level of theory: wB97M-V/def2-TZVPD.

Values from the calculation:
Largest force on an atom   1.86 eV Å⁻¹
ΔE to the lowest compared entry with this formula, charge and spin   6.3 kcal per mole
SMILES string   [H]/N=C(\N)CCCl

The geometry in ORCA input format:
```
! wB97M-V def2-TZVPD RIJCOSX def2/J DEFGRID3
* xyz 0 1
C 0.828 0.204 -0.105
C -0.182 -0.669 0.581
C -1.529 -0.810 -0.088
H 1.637 2.082 -0.254
H 0.674 1.967 1.041
H 2.275 0.048 -1.441
H 0.232 -1.709 0.529
H -0.343 -0.306 1.551
H -2.142 -1.418 0.558
H -1.454 -1.227 -1.094
N 0.927 1.537 0.155
N 1.481 -0.435 -0.997
Cl -2.403 0.737 -0.436
*
```

=====

Entry 4:
A 2-piece molecular cluster, C3H7ClN2O overall in a non-equilibrium geometry. Source: OMol25; level of theory: wB97M-V/def2-TZVPD.

Values from the calculation:
Largest force on an atom   3.67 eV Å⁻¹
ΔE to the lowest compared entry with this formula, charge and spin   111.5 kcal per mole

The geometry in ORCA input format:
```
! wB97M-V def2-TZVPD RIJCOSX def2/J DEFGRID3
* xyz 0 1
C -1.335 -2.122 1.118
C 0.738 -0.108 -1.054
C -0.912 1.024 0.267
N -0.187 -2.111 1.525
N -0.734 0.027 -0.696
O -1.501 -0.986 -0.714
Cl -2.744 -3.053 1.202
H 1.324 0.677 -0.502
H 1.041 -1.084 -0.576
H 0.809 -0.321 -2.167
H -2.001 1.087 0.553
H -0.364 0.875 1.193
H -0.672 1.898 -0.219
H 0.135 -2.707 2.237
*
```

=====

Entry 5:
A 2-piece molecular cluster, C3H7ClN2O overall in a non-equilibrium geometry. Source: OMol25; level of theory: wB97M-V/def2-TZVPD.

Values from the calculation:
Largest force on an atom   6.15 eV Å⁻¹
ΔE to the lowest compared entry with this formula, charge and spin   152.2 kcal per mole

The geometry in ORCA input format:
```
! wB97M-V def2-TZVPD RIJCOSX def2/J DEFGRID3
* xyz 0 1
C -0.482 -0.797 -1.262
C -1.027 -0.198 -0.250
C -2.141 -0.338 0.626
N 2.030 1.041 0.372
N -0.089 1.575 -0.368
O 1.147 1.367 -0.773
Cl -3.504 0.718 -0.089
H 0.508 -0.477 -1.632
H -0.584 -1.856 -1.559
H -1.974 -0.191 1.812
H -2.336 -1.384 0.340
H 2.147 0.021 0.606
H 3.011 1.150 0.049
H -0.248 1.885 0.629
*
```

=====

Entry 6:
C3H7ClN2OS as an isolated structure in a non-equilibrium geometry. Source: OMol25; level of theory: wB97M-V/def2-TZVPD.

Values from the calculation:
Largest force on an atom   5.34 eV Å⁻¹
DFT total energy   -1161.40971 Ha

The geometry in ORCA input format:
```
! wB97M-V def2-TZVPD RIJCOSX def2/J DEFGRID3
* xyz 0 3
C 0.632 -0.117 -0.192
C -1.141 1.224 1.486
C 0.074 -1.075 -2.257
N 0.855 -0.390 1.155
N 0.656 0.594 2.043
O 0.404 -1.256 -0.889
S -0.944 1.145 -0.231
Cl -2.226 0.078 2.221
H 1.388 0.542 -0.636
H -1.243 2.211 1.905
H 0.490 -1.920 -2.804
H 0.480 -0.138 -2.642
H -1.014 -1.062 -2.365
H 0.405 -1.256 1.448
H 1.184 1.421 1.757
*
```

=====

Entry 7:
A 2-piece molecular cluster, C3H7ClNO overall in a non-equilibrium geometry. Source: OMol25; level of theory: wB97M-V/def2-TZVPD.

Values from the calculation:
Largest force on an atom   4.20 eV Å⁻¹
ΔE to the lowest compared entry with this formula, charge and spin   57.4 kcal per mole

The geometry in ORCA input format:
```
! wB97M-V def2-TZVPD RIJCOSX def2/J DEFGRID3
* xyz 1 1
C -1.057 1.127 -2.865
C 0.098 -0.474 1.127
C 0.541 0.455 -1.223
N -0.390 0.264 -0.066
O -2.193 1.070 -2.548
Cl -0.256 1.629 -4.166
H -0.658 -0.388 1.918
H 0.165 -1.498 0.903
H 1.089 -0.190 1.531
H 1.289 1.241 -1.426
H 0.789 -0.537 -1.551
H -1.238 -0.246 -0.224
H -0.815 1.244 0.182
*
```

=====

Entry 8:
C3H7ClO as an isolated structure in a non-equilibrium geometry. Source: OMol25; level of theory: wB97M-V/def2-TZVPD.

Values from the calculation:
Largest force on an atom   6.55 eV Å⁻¹
ΔE to the lowest compared entry with this formula, charge and spin   236.2 kcal per mole

The geometry in ORCA input format:
```
! wB97M-V def2-TZVPD RIJCOSX def2/J DEFGRID3
* xyz 0 1
C 0.199 1.789 -0.159
C -0.169 0.420 0.391
C 0.849 -0.660 0.463
H -0.193 1.500 -1.415
H 1.552 1.756 -0.133
H -0.284 2.895 0.740
H -0.234 0.558 1.429
H 0.618 -1.821 0.604
H 1.596 -0.583 1.469
H 3.457 -0.495 0.103
O 1.612 -0.615 -0.590
Cl -1.452 -0.481 -0.132
*
```

=====

Question: Number 3 is which compound?
Answer: C3H7ClN2

=====

Question: largest force on an atom of number 3 (C3H7ClN2)?
Answer: 1.86 eV Å⁻¹

=====

Question: Which formula does entry 1 have?
Answer: C3H7ClN

=====

Please write out number 7 again, unchanged.
A 2-piece molecular cluster, C3H7ClNO overall in a non-equilibrium geometry. Source: OMol25; level of theory: wB97M-V/def2-TZVPD.

Values from the calculation:
Largest force on an atom   4.20 eV Å⁻¹
ΔE to the lowest compared entry with this formula, charge and spin   57.4 kcal per mole

The geometry in ORCA input format:
```
! wB97M-V def2-TZVPD RIJCOSX def2/J DEFGRID3
* xyz 1 1
C -1.057 1.127 -2.865
C 0.098 -0.474 1.127
C 0.541 0.455 -1.223
N -0.390 0.264 -0.066
O -2.193 1.070 -2.548
Cl -0.256 1.629 -4.166
H -0.658 -0.388 1.918
H 0.165 -1.498 0.903
H 1.089 -0.190 1.531
H 1.289 1.241 -1.426
H 0.789 -0.537 -1.551
H -1.238 -0.246 -0.224
H -0.815 1.244 0.182
*
```